(1)
35
Properties=species:S:1:pos:R:3:forces:R:3:mulliken_charge:R:1 method="wB97M-V/def2-TZVPD" homo_ha=-0.3273 energy_ev=-25128.07333
P -2.1506 -1.5143 0.1635 3.84 1.06 -0.91 0.32
O -3.1215 -2.0713 1.0540 -2.76 -0.79 1.84 -0.72
O -0.0734 -3.3404 -0.3299 -0.12 -0.11 0.37 -0.50
C 2.6563 -2.1387 0.6012 1.55 -0.18 -3.12 -1.77
C 2.3802 0.3180 0.8200 -0.56 0.63 -0.85 -1.64
C -0.5894 1.6223 -1.4138 2.51 0.42 1.80 -1.36
C 1.7781 -0.8671 -1.3521 -0.94 -1.55 -1.63 -1.52
C -1.2366 0.0661 0.5882 2.21 -3.22 3.64 -0.72
C -0.4630 -2.3582 0.2370 0.64 1.91 -0.66 0.34
C -1.1586 2.5149 0.9737 0.40 3.09 -3.30 -1.60
C -2.8574 1.3614 -0.4580 -0.53 -0.12 -1.43 -1.87
C -1.3655 1.3900 -0.0974 -0.04 0.81 0.36 2.28
C 0.4180 -1.1540 0.8015 -2.82 -0.55 -1.07 -1.47
C 1.7895 -0.9674 0.1985 -0.47 1.50 -0.70 2.50
H -2.9396 0.5609 -1.2263 -0.33 0.50 0.42 0.40
H 1.9548 0.1168 -1.8040 -0.07 -0.11 0.51 0.34
H 2.1442 1.2834 0.3334 -0.51 -0.64 -0.20 0.27
H 3.4285 0.2414 0.6505 1.12 0.08 0.63 0.50
H 3.7021 -1.7671 0.2905 -1.26 -1.25 0.45 0.40
H 0.5279 1.8446 -1.1941 -1.78 -0.16 -0.16 0.09
H -3.2452 2.2594 -0.9672 0.38 -0.02 0.37 0.42
H -1.4269 0.2075 1.7752 0.29 -0.46 -2.77 0.33
H 0.7688 -1.2303 -1.7161 0.89 0.67 0.28 0.28
H 2.0623 0.4724 1.8448 0.47 -0.33 0.40 0.37
H -0.5184 0.7554 -2.0354 -0.49 -0.56 -0.51 0.26
H 0.6021 -1.3637 1.8513 -0.65 0.59 0.50 0.72
H 2.4366 -1.5905 -1.9411 -0.34 0.86 1.31 0.32
H -0.1591 2.7575 1.4556 -1.11 -0.88 -0.79 0.22
H -1.9379 2.4166 1.6706 -0.76 -0.20 1.34 0.52
H -1.4840 3.5194 0.3557 0.98 -2.05 1.59 0.32
H -2.4263 -1.4866 -1.2094 -0.14 -0.01 -0.29 0.17
H -3.5317 1.1140 0.3622 0.15 0.03 0.16 0.41
H 2.6720 -2.3823 1.6063 -0.05 -0.17 2.25 0.49
H 2.3439 -3.0703 0.0471 0.56 1.03 0.43 0.38
H -0.9803 2.4801 -1.9359 -0.25 0.18 -0.27 0.53

(2)
22
Properties=species:S:1:pos:R:3:forces:R:3:mulliken_charge:R:1 method="wB97M-V/def2-TZVPD" homo_ha=-0.5580 energy_ev=-10442.27625 smiles="C[C@@H]1C=NC(=[NH2+])C1(C)C" total_charge=+1
N 2.4602 -0.0689 -0.4036 -0.98 -2.19 -3.05 -0.14
N 0.7364 -1.1884 -1.6116 1.31 0.91 0.51 -0.56
C 1.1946 -0.2397 -0.6605 0.53 -0.78 -0.37 0.12
C 0.0242 1.9187 -0.3570 2.93 0.16 -2.13 -1.53
C -1.8150 -1.2698 0.4222 -1.29 -3.14 0.06 -1.33
C -0.5433 -1.1857 -1.5182 0.17 0.43 0.12 -0.36
C 0.1625 0.4905 0.1474 -0.96 -1.29 -2.28 1.73
C -1.0915 -0.2914 -0.4808 -0.87 0.53 1.53 -0.18
C 0.4480 0.3826 1.6124 -0.24 0.42 2.35 -1.65
H -0.7176 1.9319 -1.1606 0.62 0.48 -0.09 0.43
H 3.1756 -0.5330 -0.9889 -0.47 0.40 0.73 0.34
H 0.5298 -0.6891 1.9006 -0.03 0.71 0.03 0.40
H -1.9733 -0.9942 1.4969 0.46 -0.14 -1.06 0.30
H -1.1588 -2.2415 0.3010 -1.45 1.41 1.20 0.39
H 2.6658 0.4778 0.3637 1.08 1.43 1.68 0.20
H -0.4878 0.8223 2.1642 2.07 -0.65 -0.70 0.39
H -1.7718 0.4470 -0.8777 -0.36 0.02 -0.17 0.53
H 1.4556 0.9119 1.9720 -2.38 -0.83 -0.82 0.43
H 1.0872 2.3081 -0.7246 -2.40 -0.48 0.64 0.27
H -2.8835 -1.6222 0.0303 2.31 1.03 0.58 0.33
H -0.3054 2.5440 0.4072 -0.55 1.12 1.36 0.42
H -1.1919 -1.9110 -2.0344 0.51 0.45 -0.12 0.47

(3)
56
Properties=species:S:1:pos:R:3:forces:R:3:mulliken_charge:R:1 method="wB97M-V/def2-TZVPD" homo_ha=-0.4406 energy_ev=-34335.61663 total_charge=+1
O -2.7958 -0.3394 3.9450 -1.28 -0.64 -1.32 -0.68
O -0.5148 -2.0229 3.7185 -6.41 -6.30 -5.72 -0.58
O -1.7311 -3.3424 1.3367 -0.77 -1.44 1.40 -0.69
O -1.9508 -1.2697 -2.0695 0.51 7.64 5.30 -0.46
O 2.6807 1.7002 1.1419 1.04 -0.49 -0.71 -0.61
O 1.3105 -0.3631 3.5731 -0.53 0.73 0.43 -0.62
O -2.9339 -0.9137 1.2361 0.64 0.95 2.16 -0.66
O 3.5802 1.0239 -1.6092 0.91 -0.63 3.40 -0.58
O 0.7455 -1.4435 0.2014 -4.75 -0.66 -0.34 -0.13
O -2.0107 2.4361 1.9513 -1.76 -0.28 -0.10 -0.62
O 1.9326 -1.0159 -2.8258 -0.68 -0.44 0.19 -0.52
O 3.5463 -2.3256 -0.6870 -2.23 -6.18 -2.12 -0.55
O -0.4284 -3.3503 -1.0724 -2.45 9.68 -0.36 -0.63
N 0.3784 2.9115 -3.7452 -0.06 -1.53 -1.79 -0.45
N -0.7985 0.9282 0.0820 -1.18 0.25 2.38 0.15
C -0.9822 2.0080 -0.8878 -1.79 2.56 -2.60 -0.42
C -0.1848 1.7708 -3.8845 -0.74 2.51 0.60 -0.14
C 0.3848 2.6271 -1.3195 0.18 -2.48 -1.38 -0.16
C 0.2777 3.6401 -2.5354 -1.13 -0.21 2.78 -0.45
H -2.5058 -1.3991 -2.7048 -5.03 -1.56 -6.03 0.21
H 4.1382 -2.7559 -0.1525 2.33 -0.29 2.13 0.27
H 0.4906 -2.3313 -0.2035 0.55 1.09 0.46 0.36
H -0.6711 0.0257 -0.3455 0.37 -0.70 -0.49 -0.10
H -2.8978 -1.3020 4.0639 0.51 0.63 0.43 0.27
H -1.7494 2.8017 -0.6556 1.10 -0.76 1.24 0.36
H 0.1000 -1.5133 4.0630 4.85 3.45 1.04 0.37
H 1.2323 -1.5550 -2.3834 1.06 0.31 -0.82 0.27
H 1.0868 2.9424 -0.5772 -0.44 0.81 1.22 0.50
H -0.1937 -4.1563 -1.1029 2.33 -9.42 -0.13 0.18
H -0.8027 4.0657 -2.2894 2.20 -0.03 -1.19 0.26
H -2.2738 -3.9321 1.9428 1.12 0.79 -1.22 0.34
H 1.6390 -1.3987 0.2230 4.33 -0.09 0.10 0.04
H 3.3825 -1.4766 -0.7609 0.05 6.52 -0.24 0.27
H 1.1129 4.4134 -2.5132 -1.48 -0.79 0.19 0.34
H -1.5801 1.6931 -1.8561 1.59 -0.35 2.38 0.19
H -0.9478 1.4516 -3.1760 0.49 -0.62 -0.34 0.05
H 3.0972 1.3266 -2.3457 -1.41 0.32 -1.10 0.33
H -0.4553 -2.3407 2.6680 0.70 1.66 4.49 0.34
H -2.5274 2.0100 2.6517 -0.10 0.22 -0.10 0.28
H -0.1678 1.2468 -4.8010 0.58 -0.50 -0.95 0.37
H -1.1336 2.3513 2.2609 1.66 0.13 0.70 0.32
H 0.0846 1.0932 0.6591 -1.47 -0.37 -0.70 0.33
H 0.9009 1.6511 -1.6260 -0.20 1.33 -0.40 -0.17
H 2.7495 2.2566 0.3352 0.23 -0.19 0.88 0.35
H 2.4377 -1.5719 -3.4501 -0.58 0.13 0.65 0.26
H 2.0824 -0.3538 3.0394 1.08 0.00 -0.75 0.26
H -1.6803 0.7996 0.7509 2.26 0.44 -1.42 0.28
H 3.5756 1.2692 1.2122 -1.15 0.83 -0.02 0.32
H -1.4005 -1.9161 -1.9290 4.55 -5.84 0.59 0.31
H -2.3947 0.0250 4.7139 0.58 0.11 0.94 0.28
H -1.1883 -3.1873 -0.4966 -0.09 -0.95 0.50 0.31
H -2.9512 -0.5957 2.2175 -0.16 -0.28 -2.05 0.45
H 1.6142 -0.2212 4.4661 0.38 0.26 0.45 0.30
H -2.0627 -2.4699 1.5648 -0.44 0.53 -0.41 0.27
H 3.0257 0.9253 -0.7755 0.56 0.17 -2.34 0.18
H -3.6719 -0.5312 0.7623 -0.42 -0.03 0.07 0.29

(4)
22
Properties=species:S:1:pos:R:3:forces:R:3:mulliken_charge:R:1 method="wB97M-V/def2-TZVPD" homo_ha=-0.0358 energy_ev=-269914.53403 total_charge=-2
Au 0.0217 0.6041 -0.2175 -0.24 -0.01 -0.03 0.49
Te 2.3559 3.2695 1.5244 0.13 0.05 0.18 -0.13
Se 2.5162 0.2013 -0.5215 0.10 -0.17 -0.05 -0.41
Se 0.0222 2.9117 0.7038 -0.16 0.00 0.03 -0.48
Se 3.5228 2.3099 -0.4692 0.09 0.11 -0.07 -0.30
Ge -2.2964 -0.8316 -1.5972 0.42 -0.18 0.01 1.04
O -0.4028 -1.1044 -1.1037 0.38 -0.09 0.04 -0.99
C -1.8831 0.0724 -3.3139 -0.21 0.02 -0.06 -1.24
C -4.3780 -0.7298 -1.6366 -0.03 0.06 0.01 -1.62
C -2.0265 0.4293 -0.0563 -0.38 0.11 -0.04 -1.15
C -2.2855 -2.8345 -1.8613 -0.23 0.02 0.02 -1.36
H -2.2301 -0.0563 0.9030 0.08 0.04 0.04 0.44
H -2.8843 -3.1225 -2.7339 -0.01 0.03 0.01 0.36
H -2.5615 1.3842 -0.0765 0.04 0.01 -0.05 0.43
H -2.3560 -0.4406 -4.1583 0.00 0.01 0.00 0.37
H -2.2372 1.1078 -3.3028 0.00 0.00 0.00 0.37
H -4.7879 -1.2022 -0.7354 -0.01 0.00 0.00 0.38
H -0.8016 0.0670 -3.4398 0.01 0.00 -0.02 0.32
H -4.7818 -1.2609 -2.5078 0.01 0.00 0.00 0.39
H -4.7362 0.3062 -1.6635 0.00 0.00 0.00 0.40
H -1.2526 -3.1552 -1.9853 0.00 -0.03 -0.01 0.37
H -2.7111 -3.3403 -0.9878 0.02 0.01 0.01 0.33

(5)
35
Properties=species:S:1:pos:R:3:forces:R:3:mulliken_charge:R:1 method="wB97M-V/def2-TZVPD" homo_ha=-0.3727 energy_ev=-42789.47129 total_charge=+1
Zr -1.7603 -0.2867 0.7653 -1.16 0.97 -0.94 1.29
Cl -3.3334 2.6934 -0.5552 0.79 -1.49 0.83 -0.69
O 1.3597 0.1010 -3.5082 4.05 1.67 1.41 -0.49
O -4.1787 -2.3003 0.2858 0.80 0.30 0.20 -0.51
O 1.1129 1.1331 -0.9340 3.09 0.50 -1.94 -0.37
O -0.9364 1.9257 2.7666 -0.08 -0.84 -0.41 -0.48
O 5.3491 3.0824 -1.2051 -1.49 -1.78 -2.09 -0.46
O -4.3051 0.4577 2.7994 0.57 -0.22 -0.22 -0.48
O 5.7987 1.5314 -3.7091 -1.84 1.01 2.39 -0.46
O -0.3476 -2.8271 -0.2099 -0.34 0.67 0.44 -0.46
O -2.1413 -0.6699 -2.1980 0.19 -0.32 0.93 -0.43
O -1.7345 -2.1014 3.2852 -0.02 0.38 -0.65 -0.47
O 1.5581 -0.8983 2.2026 -0.42 -0.04 -0.25 -0.53
C 2.1556 1.3789 -1.6115 -1.23 0.29 1.79 0.29
C 3.2269 2.3295 -1.1204 -3.34 -1.71 -0.47 -0.37
C 2.4054 0.6545 -3.0065 -3.11 -0.92 -0.88 0.36
C 3.7486 0.7730 -3.6265 -4.86 -2.27 0.04 -0.26
C 4.6849 1.5604 -3.0590 4.86 1.00 -1.36 0.38
C 4.4408 2.3826 -1.7778 3.32 1.86 1.34 0.41
H -1.9535 -3.0314 3.2276 -0.05 -0.26 -0.10 0.27
H -0.6619 -3.5833 -0.7056 -0.30 -0.11 -0.26 0.26
H -0.0792 2.1736 3.1131 0.29 0.03 -0.05 0.26
H 0.5959 -2.9676 -0.1304 0.32 0.09 0.15 0.26
H -4.5630 1.3462 3.0450 -0.08 0.40 -0.20 0.28
H 3.9346 0.1658 -4.5000 0.21 0.22 -0.08 0.48
H -1.5306 -0.5368 -2.9230 0.46 0.21 -0.07 0.26
H -2.9982 -0.7475 -2.6173 -0.40 0.17 0.11 0.26
H 3.0446 2.8981 -0.2204 0.12 -0.02 0.01 0.48
H -5.0757 -2.3412 -0.0459 -0.30 0.28 -0.17 0.27
H -1.5567 2.4763 3.2443 -0.40 0.19 -0.07 0.27
H 2.4230 -1.2075 1.9334 0.28 -0.09 -0.07 0.28
H -1.5355 -1.9585 4.2105 0.12 0.23 0.25 0.26
H -4.8961 -0.1094 3.2948 -0.11 -0.27 0.08 0.27
H 1.7324 -0.3007 2.9297 0.04 0.13 0.24 0.28
H -3.9835 -3.1962 0.5607 0.03 -0.26 0.08 0.29

(6)
65
Properties=species:S:1:pos:R:3:forces:R:3:mulliken_charge:R:1 method="wB97M-V/def2-TZVPD" s2=1.0996 homo_ha="-0.4993 / -0.5073" energy_ev=-74419.00308 multiplicity=2 total_charge=+2
I -2.2748 0.6250 0.3139 -0.03 -0.05 -0.07 0.24
Tc 0.4864 0.4704 0.7640 1.37 1.49 1.24 -1.16
F 5.6284 -0.8809 4.4622 -0.01 -0.02 0.01 -0.26
F 1.1595 -2.3015 4.8140 0.02 0.01 0.01 -0.26
F 0.5621 -0.9241 2.5902 -0.34 -0.07 -0.21 -0.38
F 5.0666 0.4618 2.2584 0.05 0.06 -0.07 -0.28
F -0.0461 -5.7145 -3.3074 0.12 0.01 0.12 -0.27
F -3.8602 -1.9097 -3.8963 -0.11 0.08 -0.04 -0.27
F -1.8910 -6.0641 -5.1089 -0.06 -0.01 -0.07 -0.26
F -1.9788 -1.5535 -2.1104 -0.03 0.06 0.01 -0.10
N 2.3536 0.4171 1.1820 -0.68 0.04 -0.21 0.93
N -5.8629 -2.5098 -6.0178 0.19 -0.17 0.06 -0.38
N 1.7351 -5.1583 -0.7899 -0.17 0.24 -0.14 -0.41
N -3.9899 -6.1469 -7.2500 -0.06 0.20 0.20 -0.35
N 1.1419 1.7030 -0.8710 -0.28 -0.17 0.04 0.73
N 0.3446 -1.2297 -0.3606 -0.26 -0.75 -0.46 -0.11
C 2.7983 -0.2271 2.3312 0.07 -0.02 -0.04 -0.79
C -3.9359 -4.1755 -5.5840 0.02 0.03 0.13 1.30
C 0.0120 2.0483 2.0892 -0.32 -0.21 -0.29 0.10
C -2.4077 2.3677 1.4546 0.09 -0.18 -0.09 1.17
C 1.8390 -0.9375 3.0623 0.07 0.12 -0.18 0.94
C -3.9629 -5.2924 -6.4791 0.05 -0.10 -0.16 -0.19
C 4.3880 -0.9198 4.0102 0.04 -0.09 0.16 0.10
C -1.4047 3.8850 2.9924 0.05 -0.01 0.02 0.73
C -0.3168 4.3112 3.7916 -0.07 0.06 0.03 -0.71
C 0.4206 1.4803 -2.1524 0.09 0.09 0.02 -1.00
C 0.1566 -2.2185 -0.9220 -0.11 -0.11 -0.31 0.30
C -1.9737 -2.6631 -2.8580 -0.02 0.04 -0.09 0.30
C 2.5663 1.2923 -1.0542 -0.04 0.03 0.03 -1.20
C 3.4207 -1.6350 4.6877 0.03 -0.06 0.08 -0.33
C 3.2739 1.1143 0.2731 -0.01 -0.02 0.05 -0.78
C 0.0212 -3.4230 -1.6485 0.21 -0.32 0.15 0.32
C 1.0655 3.1602 -0.5581 0.07 -0.01 -0.09 -1.23
C 2.1233 -1.6378 4.1980 0.10 -0.13 0.28 0.05
C -0.9776 -4.7929 -3.4485 -0.06 -0.05 -0.01 0.01
C -2.6369 4.5819 3.0356 0.08 0.07 0.08 -0.96
C -4.9959 -3.2335 -5.7970 -0.12 0.05 -0.14 -0.17
C 0.8625 3.6319 3.7668 0.11 -0.11 -0.04 -1.37
C 1.0178 2.5138 2.9223 0.13 0.05 0.09 0.37
C -0.9427 -3.6224 -2.6240 0.29 0.10 0.31 0.70
C 0.9714 -4.4174 -1.2297 0.10 -0.07 0.08 -0.48
C -3.6003 3.0197 1.4969 -0.18 0.17 0.04 -0.67
C -2.9397 -2.8358 -3.7725 0.03 0.01 0.06 0.07
C -1.9301 -4.9729 -4.3859 0.11 -0.06 0.04 0.31
C -3.7105 4.1706 2.3053 -0.13 -0.09 -0.10 -0.66
C -2.9772 -4.0073 -4.6168 -0.42 -0.06 -0.42 0.11
C -1.2495 2.7416 2.1612 0.06 0.04 0.08 0.75
C 4.0978 -0.2227 2.8508 -0.06 0.07 -0.16 0.51
H 0.0308 3.4391 -0.3718 0.01 -0.04 -0.01 0.33
H 1.6519 3.3902 0.3264 0.01 -0.02 0.00 0.36
H 1.4468 3.7252 -1.4128 0.00 -0.03 0.02 0.40
H 3.5623 2.0657 0.7262 -0.02 0.04 0.06 0.51
H -2.7119 5.4574 3.6706 0.01 -0.06 -0.02 0.43
H -0.4446 5.1733 4.4364 0.00 -0.02 -0.06 0.44
H -4.4521 2.6677 0.9269 0.04 0.04 0.06 0.45
H -4.6512 4.7042 2.3499 0.05 -0.02 -0.02 0.42
H 0.4170 0.4219 -2.3978 0.01 -0.03 0.02 0.31
H 1.6941 3.9518 4.3829 -0.04 -0.04 -0.02 0.46
H 4.1860 0.5440 0.1208 0.08 -0.04 0.01 0.56
H 1.9882 2.0341 2.9515 -0.05 0.02 -0.03 0.27
H -0.6007 1.8346 -2.0563 -0.04 0.02 0.01 0.34
H 3.6714 -2.1814 5.5887 -0.01 0.03 -0.02 0.55
H 3.0847 2.0287 -1.6712 0.01 0.00 -0.04 0.42
H 2.5626 0.3425 -1.5879 -0.02 -0.03 -0.02 0.39
H 0.9172 2.0322 -2.9539 0.00 0.00 0.02 0.37